A structure of composition C22H25AgF4N4S2, computed with the ωB97M-V functional and the def2-TZVPD basis.

Last column: natural (NBO) charge in e.
Atoms and positions in Å:
Ag  0.47  0.54  -0.01  0.847
C  -2.40  0.96  2.26  -0.619
C  -1.11  0.82  3.05  -0.213
N  -0.10  -0.03  2.42  -0.489
C  1.19  0.13  3.10  -0.209
C  1.23  -0.28  4.57  -0.644
C  -0.46  -1.44  2.30  -0.224
C  -1.32  -1.85  1.09  -0.220
N  -0.82  -1.32  -0.16  -0.784
C  -1.44  -1.67  -1.28  0.096
C  -1.04  -1.09  -2.52  0.237
F  -0.07  -0.13  -2.51  -0.334
C  -1.59  -1.42  -3.73  0.352
F  -1.12  -0.79  -4.83  -0.319
C  -2.61  -2.35  -3.87  -0.427
C  -3.04  -2.92  -2.69  0.346
F  -4.03  -3.84  -2.72  -0.320
C  -2.49  -2.61  -1.46  0.238
F  -3.02  -3.27  -0.39  -0.340
H  -2.99  1.78  2.67  0.209
H  -3.02  0.06  2.32  0.211
H  -2.20  1.16  1.21  0.215
H  -1.34  0.48  4.07  0.168
H  -0.65  1.81  3.14  0.191
H  1.48  1.19  3.00  0.200
H  1.93  -0.43  2.53  0.194
H  0.71  0.43  5.21  0.207
H  2.26  -0.32  4.91  0.217
H  0.79  -1.26  4.72  0.205
H  -0.98  -1.80  3.20  0.177
H  0.48  -1.99  2.23  0.179
H  -2.36  -1.57  1.27  0.177
H  -1.31  -2.95  1.11  0.176
H  -3.04  -2.60  -4.82  0.242
S  3.01  -0.03  -0.25  -0.244
C  2.52  -1.60  -0.52  -0.050
N  2.42  -2.55  0.41  -0.591
C  1.63  -3.72  0.06  -0.227
C  1.77  -3.87  -1.45  -0.544
S  1.98  -2.17  -2.07  0.384
H  2.61  -2.30  1.36  0.416
H  0.58  -3.56  0.34  0.218
H  2.01  -4.60  0.59  0.212
H  0.88  -4.30  -1.90  0.247
H  2.64  -4.47  -1.72  0.220
N  -0.18  2.67  -0.25  -0.417
C  -1.08  3.38  -0.24  0.359
C  -2.22  4.25  -0.24  -0.121
C  -2.90  4.50  -1.43  -0.172
C  -4.01  5.32  -1.41  -0.204
C  -4.44  5.89  -0.22  -0.177
C  -3.76  5.64  0.97  -0.207
C  -2.65  4.81  0.96  -0.177
H  -2.55  4.05  -2.35  0.235
H  -4.54  5.52  -2.33  0.226
H  -5.31  6.53  -0.21  0.222
H  -4.10  6.08  1.89  0.224
H  -2.11  4.60  1.88  0.228

Properties
ΔE to the lowest compared entry with this formula, charge and spin, kcal/mol: 20.4
Kohn-Sham gap, Eh: 0.2353
2S+1: 1